[1]
Formula: C41H38CdN12O5S2
Source: the OMol25 dataset
Level of theory: ωB97M-V with the def2-TZVPD basis set

```
99
Properties=species:S:1:pos:R:3:forces:R:3
Cd 0.468 0.567 0.101 -0.474 -2.014 0.310
N 0.781 -0.149 2.257 0.209 -0.383 0.734
C -0.159 0.445 3.227 0.214 0.110 -0.458
C -1.022 1.630 2.639 0.126 -0.268 0.190
O -1.617 2.290 3.517 -0.069 -0.038 0.029
O -1.045 1.781 1.397 -0.648 -0.458 1.237
H 0.805 -1.163 2.253 -0.641 0.024 -0.183
H 1.762 0.051 2.446 -0.203 0.631 0.021
H 0.382 0.814 4.098 -0.187 0.012 0.131
H -0.869 -0.318 3.550 -0.007 0.040 0.087
S 2.595 2.282 0.364 0.915 3.051 0.766
C 3.556 1.554 1.534 0.088 -1.932 -0.526
N 4.094 2.114 2.697 -0.050 0.012 -0.352
C 4.687 1.234 3.671 -0.436 0.002 -0.027
C 5.480 0.139 2.985 0.232 0.074 -0.302
N 4.692 -0.585 2.026 -0.399 -0.338 0.182
C 4.946 -1.998 1.878 0.272 -0.013 -0.156
C 4.349 -2.818 2.996 0.156 0.053 0.037
C 5.141 -3.403 3.976 -0.028 -0.040 0.097
C 4.568 -4.126 5.017 -0.023 -0.015 -0.006
C 3.191 -4.273 5.080 -0.010 -0.002 -0.009
C 2.391 -3.696 4.099 0.063 0.003 0.045
C 2.968 -2.975 3.067 -0.172 0.008 0.046
C 3.824 0.131 1.218 -0.306 2.009 -0.100
S 3.017 -0.448 -0.136 2.232 -1.474 0.092
C 3.851 3.478 3.087 0.472 0.273 -0.004
C 2.939 3.652 4.279 0.091 -0.044 -0.025
C 1.601 3.290 4.180 -0.141 -0.077 0.003
C 0.745 3.439 5.261 -0.032 0.052 0.162
C 1.226 3.959 6.459 0.050 -0.005 -0.055
C 2.560 4.329 6.566 -0.038 0.020 0.004
C 3.410 4.176 5.477 -0.015 0.006 0.104
H 3.897 0.794 4.303 0.193 -0.128 0.133
H 5.361 1.809 4.314 -0.069 0.038 0.025
H 5.871 -0.553 3.735 -0.057 -0.032 0.008
H 6.335 0.592 2.456 0.102 0.093 0.216
H 6.034 -2.153 1.843 -0.012 -0.094 0.045
H 4.544 -2.338 0.923 -0.118 0.207 -0.030
H 6.220 -3.291 3.934 -0.004 0.018 -0.055
H 5.197 -4.574 5.777 0.006 0.008 -0.003
H 2.740 -4.836 5.889 0.003 0.003 0.001
H 1.315 -3.810 4.138 0.000 -0.008 -0.017
H 2.344 -2.529 2.301 0.082 -0.044 -0.121
H 3.442 4.023 2.235 -0.063 -0.259 -0.134
H 4.829 3.931 3.318 -0.075 0.083 0.109
H 1.221 2.893 3.245 0.037 0.071 -0.058
H -0.294 3.149 5.149 -0.002 -0.026 -0.103
H 0.560 4.078 7.306 0.001 -0.005 0.000
H 2.939 4.739 7.497 0.012 -0.008 -0.006
H 4.452 4.469 5.566 0.011 -0.029 -0.054
C -4.457 3.562 -2.375 0.135 0.019 -0.059
N -3.177 3.003 -2.061 -0.159 0.244 0.394
C -2.885 1.879 -1.375 -0.096 -0.134 -0.085
N -1.609 1.667 -1.335 0.023 0.850 -1.456
C -1.093 2.777 -2.030 -1.373 -0.808 -0.302
N -2.020 3.591 -2.480 -0.272 -0.156 -0.105
C -4.912 3.217 -3.779 -0.203 0.028 0.037
C -5.580 4.144 -4.564 -0.003 0.042 -0.110
C -6.015 3.808 -5.842 0.016 -0.061 0.088
C -5.789 2.540 -6.344 -0.065 0.050 -0.126
C -5.128 1.595 -5.558 -0.130 0.138 -0.043
C -4.708 1.937 -4.281 0.150 -0.134 0.051
C -4.870 0.264 -6.106 0.065 -0.031 0.182
N -5.204 -0.215 -7.254 0.010 0.040 -0.044
N -4.675 -1.497 -7.314 -0.044 -0.057 -0.011
C -4.069 -1.697 -6.195 0.096 0.067 0.160
O -4.156 -0.625 -5.368 -0.040 0.005 -0.146
C -3.292 -2.863 -5.776 0.016 -0.178 -0.038
C -2.969 -3.823 -6.731 0.016 -0.055 -0.153
C -2.200 -4.917 -6.372 -0.065 0.031 0.086
C -1.750 -5.052 -5.068 0.014 -0.036 -0.089
C -2.066 -4.102 -4.102 -0.129 -0.168 -0.019
C -1.575 -4.325 -2.688 0.218 0.117 -0.026
N -1.640 -3.159 -1.848 -0.147 -0.120 0.002
C -0.898 -2.047 -1.910 -0.254 0.298 -0.225
N -1.215 -1.235 -0.933 -1.177 0.189 -0.377
C -2.172 -1.919 -0.273 -0.257 0.134 -0.019
N -2.480 -3.096 -0.786 0.136 0.032 -0.002
C -2.855 -3.018 -4.461 -0.037 0.194 0.065
H -4.391 4.642 -2.242 -0.104 0.014 -0.078
H -5.182 3.177 -1.654 0.025 0.002 0.031
H -3.647 1.250 -0.937 -0.017 0.048 0.054
H -0.050 2.934 -2.227 0.057 -0.095 -0.046
H -5.756 5.145 -4.187 0.055 -0.004 0.035
H -6.524 4.544 -6.452 0.000 0.004 0.000
H -6.114 2.280 -7.342 0.037 -0.070 0.008
H -4.196 1.201 -3.672 0.068 0.045 -0.009
H -3.311 -3.705 -7.750 -0.018 0.079 0.018
H -1.947 -5.664 -7.114 0.011 0.003 -0.001
H -1.149 -5.913 -4.799 0.047 0.048 0.049
H -0.535 -4.658 -2.707 -0.041 -0.120 -0.016
H -2.168 -5.098 -2.202 0.007 0.022 0.050
H -0.149 -1.872 -2.665 0.061 -0.051 0.055
H -2.655 -1.542 0.615 0.018 0.005 0.002
H -3.134 -2.284 -3.715 0.091 0.021 0.009
O 1.476 -4.189 -0.211 -0.021 0.123 -0.025
C 1.197 -3.005 -0.113 -0.098 -0.081 -0.053
N 0.917 -1.857 -0.051 0.094 -1.648 0.566
O 0.454 2.423 -0.565 1.996 1.945 -0.312
```
Positions in Å, forces in eV/Å.

HOMO level (alpha / beta) ... -0.8 / -0.1 eV
Orbital gap (alpha / beta) ... 4.0 / 3.3 eV
Charge ... -2
Energy above the lowest of the compared OMol25 structures with the same formula, charge and spin ... 6.269 eV

Löwdin population analysis, charges in e, atoms 1 to 6: 1.28, -0.05, -0.17, -0.71, -0.08, -0.14


[2]
Formula: C41H38N5O5Sr
Source: the OMol25 dataset
Level of theory: ωB97M-V with the def2-TZVPD basis set

```
90
Properties=species:S:1:pos:R:3:forces:R:3
Sr 1.131 1.120 0.070 0.023 0.210 0.106
C 1.689 -4.141 3.493 0.008 0.021 -0.003
O 0.595 -3.853 2.643 0.037 -0.056 0.002
C -0.634 -4.265 3.024 -0.055 0.007 0.060
C -0.884 -5.158 4.055 0.051 0.035 -0.031
C -2.187 -5.556 4.339 -0.034 -0.032 0.031
C -3.245 -5.056 3.604 0.037 0.024 -0.023
C -2.999 -4.131 2.594 -0.030 0.003 -0.030
C -1.709 -3.725 2.290 0.034 0.016 -0.073
N -1.445 -2.833 1.241 0.039 -0.009 0.190
C -0.611 -1.718 1.388 0.003 -0.042 -0.128
N -0.574 -1.205 2.638 0.010 -0.028 -0.053
C 0.495 -0.503 3.289 0.012 0.013 0.100
C 1.240 0.503 2.680 0.034 -0.093 0.138
C 2.233 1.059 3.516 -0.013 -0.017 -0.036
C 2.441 0.683 4.831 0.037 0.056 0.013
C 1.652 -0.310 5.408 -0.021 -0.045 0.043
C 0.679 -0.904 4.627 0.018 0.071 -0.146
O -0.159 -1.908 5.083 -0.035 -0.020 0.049
C -0.089 -2.249 6.446 -0.007 -0.001 -0.015
N 0.059 -1.226 0.399 -0.142 -0.014 0.002
C 0.054 -1.822 -0.870 0.055 0.037 -0.065
C 1.289 -2.132 -1.450 -0.073 -0.053 -0.018
C 1.379 -2.615 -2.744 -0.020 0.021 0.014
C 0.228 -2.789 -3.501 0.022 -0.018 -0.021
C -1.005 -2.467 -2.956 -0.003 -0.017 0.012
C -1.094 -1.976 -1.661 0.113 -0.052 0.048
O -2.319 -1.675 -1.106 -0.058 -0.057 -0.069
C -3.026 -0.615 -1.754 0.015 0.091 0.049
H 2.542 -3.624 3.063 0.005 0.005 0.004
H 1.892 -5.215 3.533 -0.002 -0.009 -0.014
H 1.506 -3.759 4.500 -0.003 -0.005 -0.007
H -0.060 -5.558 4.631 -0.013 -0.011 0.005
H -2.363 -6.262 5.141 -0.003 0.004 -0.004
H -4.261 -5.360 3.820 0.001 -0.004 0.006
H -3.818 -3.704 2.027 -0.004 -0.005 0.006
H -2.110 -2.773 0.484 -0.011 0.030 -0.011
H -1.168 -1.697 3.287 0.005 0.002 0.015
H 2.876 1.847 3.125 -0.012 -0.002 -0.021
H 3.209 1.162 5.430 0.000 -0.008 -0.006
H 1.805 -0.605 6.438 0.002 0.007 -0.007
H -0.849 -3.010 6.608 -0.002 -0.004 0.010
H -0.289 -1.385 7.086 -0.008 0.005 -0.002
H 0.892 -2.658 6.711 0.009 -0.002 -0.005
H 2.183 -1.966 -0.860 -0.005 0.000 0.007
H 2.352 -2.838 -3.163 -0.006 -0.006 -0.009
H 0.286 -3.166 -4.514 0.008 0.005 0.002
H -1.913 -2.595 -3.533 -0.008 0.003 0.008
H -3.902 -0.415 -1.140 -0.012 -0.014 -0.006
H -3.348 -0.906 -2.756 0.013 -0.043 -0.009
H -2.405 0.281 -1.791 -0.017 0.001 -0.003
C 0.885 0.796 -3.652 -0.058 -0.036 0.014
N 1.789 0.937 -2.530 0.003 0.109 -0.149
C 3.050 0.916 -2.776 -0.113 -0.110 -0.057
C 4.048 0.982 -1.759 -0.040 0.028 0.014
C 5.439 0.977 -1.913 0.020 0.051 0.098
C 5.964 1.042 -0.617 0.015 -0.088 -0.088
C 4.859 1.062 0.242 -0.083 0.087 0.012
N 3.697 1.037 -0.433 0.157 -0.041 0.084
C 0.325 2.092 -4.197 -0.053 -0.056 -0.034
C 0.483 3.310 -3.554 0.040 0.071 -0.015
C -0.121 4.457 -4.062 0.037 -0.009 0.023
C -0.877 4.402 -5.221 -0.004 -0.019 -0.022
C -1.024 3.186 -5.881 0.006 0.006 -0.001
C -0.427 2.046 -5.372 -0.003 0.008 0.053
H 0.031 0.196 -3.317 0.039 -0.038 -0.019
H 1.348 0.236 -4.477 0.048 0.033 -0.005
H 3.409 0.811 -3.809 -0.010 0.001 0.004
H 5.981 0.940 -2.847 -0.004 0.003 -0.004
H 7.005 1.063 -0.329 0.000 -0.013 0.003
H 4.863 1.093 1.324 0.002 0.003 -0.005
H 1.065 3.370 -2.644 -0.013 -0.027 -0.002
H -0.008 5.393 -3.531 -0.001 0.004 -0.008
H -1.351 5.295 -5.607 -0.003 0.000 0.003
H -1.606 3.127 -6.794 -0.005 0.014 0.003
H -0.547 1.097 -5.885 -0.014 0.002 0.001
O -1.206 1.854 -0.855 0.008 -0.047 0.018
C -0.919 3.067 -0.681 0.017 0.102 -0.101
O 0.162 3.478 -0.187 -0.028 0.016 0.051
C -1.923 4.107 -1.135 0.010 -0.048 0.014
C -3.087 3.722 -1.788 0.048 -0.028 0.009
C -3.979 4.677 -2.251 -0.009 0.005 -0.005
C -3.712 6.027 -2.059 0.002 -0.016 -0.003
C -2.553 6.416 -1.400 0.011 -0.011 0.006
C -1.661 5.457 -0.941 0.005 0.025 0.021
H -3.264 2.664 -1.934 -0.020 0.006 -0.015
H -4.881 4.371 -2.768 0.001 0.006 -0.002
H -4.407 6.775 -2.422 -0.001 -0.001 -0.002
H -2.343 7.468 -1.248 -0.002 0.000 0.002
H -0.745 5.729 -0.435 -0.004 0.009 -0.005
```
Positions in Å, forces in eV/Å.

HOMO level ... -4.5 eV
Orbital gap ... 6.9 eV
Charge ... -1
Energy above the lowest of the compared OMol25 structures with the same formula, charge and spin ... 0.128 eV

Löwdin population analysis, charges in e, atoms 1 to 6: 1.44, -0.05, -0.06, -0.23, -0.03, -0.10


[3]
Formula: C41H40BaN13O5S2
Source: the OMol25 dataset
Level of theory: ωB97M-V with the def2-TZVPD basis set

```
102
Properties=species:S:1:pos:R:3:forces:R:3
Ba 0.749 0.612 0.119 -0.394 -0.195 -0.118
O -4.251 2.513 -2.837 0.017 0.005 -0.041
C -3.408 1.660 -3.061 -0.093 0.046 0.007
N -2.109 1.887 -3.377 0.083 -0.058 0.035
C -1.121 1.850 -2.538 0.042 0.290 0.064
O -1.155 1.798 -1.270 0.014 -0.075 -0.268
C 0.247 1.916 -3.190 -0.056 -0.068 0.012
C 0.373 1.844 -4.573 0.171 0.044 -0.018
C 1.641 1.863 -5.124 -0.064 -0.009 -0.019
C 2.741 1.948 -4.283 0.032 0.001 0.017
C 2.518 2.004 -2.919 -0.014 -0.018 -0.018
N 1.300 1.989 -2.377 0.104 0.038 -0.071
C -3.843 0.198 -3.102 0.035 0.017 0.029
C -5.179 -0.100 -2.863 0.010 -0.017 0.044
C -5.561 -1.428 -2.805 0.039 0.007 -0.009
C -4.594 -2.406 -2.992 -0.028 0.007 -0.013
C -3.288 -2.007 -3.242 -0.001 -0.020 -0.007
N -2.911 -0.734 -3.298 -0.020 -0.017 -0.018
H -0.523 1.767 -5.171 -0.009 0.003 0.010
H 1.774 1.801 -6.197 0.000 0.001 0.002
H 3.751 1.954 -4.671 -0.001 0.000 0.009
H 3.350 2.048 -2.224 -0.003 0.000 -0.001
H -5.868 0.715 -2.693 -0.006 -0.006 -0.003
H -6.591 -1.698 -2.605 -0.003 -0.002 0.004
H -4.838 -3.459 -2.947 -0.003 0.002 0.002
H -2.510 -2.748 -3.400 0.029 0.011 0.005
C 0.692 -4.337 1.618 -0.033 -0.015 -0.031
C 0.521 -2.850 1.501 0.003 0.099 0.123
N 0.393 -2.223 0.389 0.085 -0.125 -0.048
N 0.334 -2.983 -0.745 -0.011 0.051 -0.002
C 0.501 -2.244 -1.838 -0.129 0.010 -0.006
O 0.819 -1.032 -1.908 -0.008 0.039 0.056
C 0.241 -2.973 -3.128 0.053 -0.010 -0.014
C 0.091 -4.356 -3.185 -0.026 0.012 0.003
C -0.201 -4.979 -4.390 0.005 0.010 0.001
C -0.353 -4.223 -5.547 -0.001 -0.004 0.004
C -0.202 -2.844 -5.493 0.002 0.004 -0.011
C 0.101 -2.222 -4.291 0.007 -0.005 0.012
C 0.549 -2.036 2.742 0.063 -0.068 -0.184
C 0.830 -2.634 3.969 -0.082 0.041 0.030
C 0.856 -1.859 5.116 0.004 -0.006 0.014
C 0.615 -0.502 5.014 -0.009 0.015 0.001
C 0.360 0.016 3.753 0.055 0.055 0.073
N 0.318 -0.715 2.644 0.274 -0.102 0.211
H 0.553 -4.790 0.642 -0.003 0.005 -0.004
H -0.025 -4.765 2.323 0.001 -0.002 -0.002
H 1.698 -4.574 1.978 -0.004 -0.006 -0.004
H 0.195 -4.926 -2.272 -0.001 -0.001 -0.006
H -0.316 -6.056 -4.427 -0.001 0.001 0.000
H -0.591 -4.709 -6.485 -0.001 0.002 -0.002
H -0.331 -2.249 -6.389 -0.001 0.000 0.002
H 0.202 -1.147 -4.220 -0.003 0.001 -0.009
H 1.036 -3.693 4.020 -0.009 -0.001 0.011
H 1.080 -2.311 6.074 -0.001 0.000 0.000
H 0.653 0.157 5.869 0.007 -0.009 0.002
H 0.206 1.083 3.634 0.029 0.010 -0.001
C -2.800 -1.002 1.990 0.026 -0.021 -0.080
N -4.158 -0.791 2.506 -0.006 -0.032 -0.045
C -4.175 0.494 3.209 -0.011 0.008 0.035
N -3.788 1.614 2.352 -0.018 0.023 -0.059
C -2.441 1.345 1.835 -0.079 0.062 -0.128
N -2.368 0.079 1.093 0.107 0.038 0.263
C -3.323 0.160 -0.015 -0.202 -0.026 -0.041
N -4.698 0.394 0.451 0.036 -0.009 0.052
C -5.065 -0.689 1.357 -0.011 0.010 0.007
C -4.707 1.649 1.204 0.023 -0.030 -0.003
H -2.771 -1.944 1.437 0.024 0.001 0.001
H -2.113 -1.067 2.833 0.004 0.007 0.016
H -3.483 0.440 4.054 -0.001 0.001 0.003
H -5.183 0.674 3.592 -0.003 -0.001 0.002
H -1.746 1.312 2.674 0.001 -0.019 0.037
H -2.157 2.155 1.158 0.005 -0.005 0.012
H -3.292 -0.778 -0.571 0.007 -0.032 -0.032
H -3.011 0.977 -0.658 -0.041 -0.046 0.024
H -5.042 -1.633 0.806 -0.003 -0.001 -0.001
H -6.082 -0.520 1.724 -0.002 -0.003 0.007
H -5.720 1.837 1.571 0.003 0.002 0.005
H -4.415 2.461 0.536 0.004 -0.004 -0.006
N 7.165 6.263 1.802 0.003 0.001 0.015
C 6.143 5.336 2.033 -0.010 0.005 -0.005
C 4.812 5.678 1.805 0.002 0.002 -0.002
C 3.798 4.772 2.074 0.000 -0.016 -0.013
C 4.105 3.520 2.577 -0.012 0.033 -0.013
C 5.428 3.172 2.818 0.006 0.001 0.018
C 6.440 4.072 2.548 0.000 -0.004 0.000
S 2.833 2.331 2.885 0.015 -0.054 -0.014
O 1.573 3.024 2.705 -0.014 0.038 0.030
O 3.110 1.754 4.184 0.001 0.000 0.003
N 2.961 1.289 1.706 0.047 0.076 -0.008
C 3.425 0.025 1.817 -0.057 0.010 0.052
S 4.040 -0.766 3.260 0.033 -0.037 -0.017
C 4.214 -2.229 2.348 0.001 0.023 0.009
C 3.791 -2.036 1.080 0.018 0.006 -0.011
N 3.355 -0.771 0.773 -0.042 0.016 0.051
H 6.938 6.971 1.121 -0.001 0.000 -0.006
H 8.067 5.852 1.623 0.000 -0.002 -0.005
H 4.571 6.660 1.414 0.001 -0.004 0.001
H 2.762 5.028 1.894 0.002 -0.001 0.001
H 5.659 2.193 3.220 -0.001 0.006 -0.002
H 7.472 3.802 2.740 -0.002 0.002 -0.001
H 4.602 -3.128 2.798 -0.005 -0.007 -0.022
H 3.761 -2.791 0.307 0.004 -0.006 0.013
```
Positions in Å, forces in eV/Å.

HOMO level ... -5.2 eV
Orbital gap ... 7.4 eV
Charge ... -1
Energy above the lowest of the compared OMol25 structures with the same formula, charge and spin ... 0.637 eV

Löwdin population analysis, charges in e, atoms 1 to 6: 1.90, 0.05, -0.45, 0.17, -0.48, -0.24